93
Properties=species:S:1:pos:R:3:forces:R:3:mulliken_charge:R:1 method="wB97M-V/def2-TZVPD" orbital_gap_ha=0.201 total_charge=-2 fmax_ev_per_a=0.4 relative_energy_kj_mol=0.0 multiplicity=1 lumo_ev=3.4
Cd -0.1331 0.2935 -0.9440 -0.0325 0.0389 -0.1468 3.086
F 1.9716 -3.8782 -4.0045 0.0383 -0.0884 0.0088 -0.391
C 1.2823 -2.7043 -4.0287 0.0041 0.0314 0.0207 0.115
C 1.0768 -2.0163 -2.8535 0.0623 0.0588 -0.0318 0.492
C 0.3903 -0.7958 -2.8377 -0.0394 -0.1091 -0.0594 -2.418
C -0.0977 -0.3334 -4.0774 0.0738 0.0309 0.0168 1.946
C 0.1267 -1.0754 -5.2277 -0.0089 0.0426 0.0164 0.767
F -0.3778 -0.6478 -6.4221 -0.0383 0.0333 -0.1067 -0.404
C 0.8154 -2.2679 -5.2505 0.0146 -0.0276 0.0203 -0.958
C -0.8836 0.9264 -4.1617 0.0051 0.0152 0.0217 0.138
C -0.6140 1.9051 -5.1188 -0.0351 -0.0369 0.0097 -0.754
C -1.3563 3.0674 -5.1145 -0.0020 0.0459 0.0029 -0.576
C -2.3433 3.2366 -4.1533 0.0115 -0.0012 0.0047 -0.746
C -2.5406 2.2134 -3.2433 -0.0173 -0.0205 -0.0109 -0.338
N -1.8438 1.0807 -3.2513 -0.0117 0.0019 0.0307 -0.172
H 1.4415 -2.4732 -1.9427 -0.0147 0.0318 0.0393 0.554
H 0.9550 -2.8306 -6.1622 0.0054 0.0113 0.0062 0.484
H 0.1852 1.7538 -5.8305 0.0069 0.0085 0.0016 0.383
H -1.1464 3.8529 -5.8301 -0.0048 -0.0019 -0.0039 0.462
H -2.9282 4.1454 -4.0949 0.0018 -0.0069 -0.0046 0.380
H -3.2933 2.2968 -2.4644 0.0225 0.0046 -0.0059 0.428
I 1.3583 5.1561 -3.6744 0.0148 -0.0068 -0.1249 -0.072
C 0.9278 4.8759 -1.6591 -0.0298 -0.0071 0.1815 -0.149
C 0.8988 5.9940 -0.8220 0.0199 0.0933 -0.0706 -0.368
C 0.7143 5.8801 0.5304 0.0020 -0.2110 -0.0562 -0.165
I 0.6758 7.6204 1.6856 -0.0032 0.1045 0.0552 -0.057
C 0.5916 4.5942 1.1238 -0.0060 0.0919 0.0413 1.067
C 0.4818 4.3445 2.5113 0.0045 -0.0219 -0.0202 -1.217
C 0.4241 3.0599 2.9706 -0.0005 -0.0333 -0.0223 -0.937
C 0.4655 1.9953 2.0496 0.0004 0.0522 0.0305 -1.078
N 0.5516 2.2029 0.7579 0.0645 0.0171 0.0508 1.206
C 0.6108 3.4631 0.2768 -0.0527 -0.1216 -0.1371 -0.183
C 0.7337 3.5561 -1.1941 0.0501 -0.1455 0.0880 -0.628
O 0.7217 2.5198 -1.9045 -0.0802 0.2076 0.0039 -0.680
H 1.0343 6.9731 -1.2642 -0.0051 -0.0066 0.0141 0.291
H 0.4516 5.1791 3.1999 0.0021 0.0157 0.0016 0.097
H 0.3367 2.8462 4.0286 -0.0077 0.0162 0.0025 0.465
H 0.4149 0.9629 2.3827 0.0138 -0.0044 -0.0191 0.841
F -3.5610 -0.4976 5.2545 0.0069 -0.0064 0.0301 -0.458
C -3.2191 -0.1936 3.9598 0.0062 -0.0121 0.0280 0.353
C -2.9470 1.1138 3.6292 -0.0036 -0.0153 -0.0037 -0.696
C -2.6084 1.4082 2.3128 0.0026 -0.0060 -0.0095 -0.114
C -2.5179 0.4192 1.3237 0.0487 0.0026 0.0426 -0.426
C -2.1406 0.7440 -0.0614 -0.0760 0.0738 0.0118 -2.352
C -2.8024 -0.8962 1.7251 -0.0139 -0.0210 -0.0002 0.358
C -3.1545 -1.2085 3.0265 0.0106 0.0170 0.0060 -0.549
H -3.0064 1.8884 4.3849 -0.0003 -0.0119 -0.0043 0.411
H -2.4127 2.4399 2.0398 0.0133 -0.0065 -0.0032 0.385
H -2.2411 1.8201 -0.2349 0.0050 -0.0077 -0.0542 0.571
H -2.7693 0.2185 -0.7825 -0.0551 0.0028 0.0427 0.795
H -2.7273 -1.6945 0.9975 0.0117 0.0194 -0.0213 0.173
H -3.3586 -2.2310 3.3205 -0.0002 0.0132 0.0101 0.437
C 0.4164 -0.4299 5.2689 0.0177 0.0251 0.0340 -1.326
C 0.9990 -1.4316 4.2808 0.0182 -0.0176 -0.0617 1.711
C 2.5203 -1.2841 4.2072 0.0266 -0.0172 0.0194 -1.674
C 0.6157 -2.8539 4.6920 -0.0119 -0.0226 0.0553 -1.622
O 0.4313 -1.1242 3.0226 -0.0006 0.0583 0.0574 0.470
H 0.8670 -0.5564 6.2576 -0.0144 -0.0010 -0.0092 0.461
H -0.6633 -0.5564 5.3530 -0.0244 -0.0085 -0.0367 0.207
H 0.6122 0.5874 4.9239 0.0140 -0.0121 -0.0024 0.067
H 2.9948 -1.5374 5.1607 -0.0155 0.0108 -0.0052 0.421
H 2.7796 -0.2558 3.9459 -0.0011 -0.0063 -0.0041 0.280
H 2.9186 -1.9406 3.4307 -0.0145 0.0051 -0.0006 0.283
H 0.9296 -3.0661 5.7191 0.0091 -0.0053 -0.0197 0.430
H 1.0770 -3.5854 4.0259 -0.0103 0.0217 -0.0154 0.303
H -0.4675 -2.9679 4.6224 0.0046 0.0068 0.0127 0.285
N 1.4323 -3.1037 1.2551 -0.3237 -0.2005 -0.0747 -0.697
C 0.3425 -3.4312 0.5912 0.1126 0.3636 -0.0191 0.067
N -0.4084 -2.6018 -0.1241 0.2673 -0.2040 0.1735 0.398
C -1.4327 -3.2572 -0.7546 -0.0867 0.0987 -0.1204 -0.910
C -2.3353 -2.6520 -1.6381 0.0366 -0.0501 0.0608 0.540
C -3.3385 -3.4103 -2.2184 -0.0020 -0.0082 -0.0084 -1.073
C -3.4679 -4.7713 -1.9452 -0.0429 0.0209 -0.0257 -0.540
C -2.5714 -5.3934 -1.0851 0.0237 -0.0902 0.0406 -0.350
C -1.5656 -4.6421 -0.5046 0.0510 0.1852 -0.0056 0.225
S -0.2836 -5.1240 0.5734 -0.0737 -0.1900 -0.0192 -0.467
H 0.7913 -1.7545 2.3537 0.0221 -0.0188 -0.0099 -0.301
H 1.8189 -3.9319 1.6967 0.0440 0.0281 0.0517 0.140
H -2.2224 -1.5989 -1.8641 -0.0241 -0.0292 -0.0354 -0.043
H -4.0305 -2.9335 -2.9032 0.0066 0.0016 0.0057 0.422
H -4.2611 -5.3474 -2.4073 0.0119 0.0010 0.0027 0.351
H -2.6562 -6.4543 -0.8772 0.0068 0.0098 0.0022 0.369
Br 5.6090 2.7184 -1.6232 0.0298 0.0115 -0.0023 -0.255
C 4.6389 1.1542 -1.1647 -0.0509 -0.0252 0.0213 -0.390
C 5.2239 -0.0936 -1.2744 0.0054 -0.0303 0.0110 -0.188
C 4.4641 -1.1923 -0.9088 -0.0005 0.0562 -0.0096 -1.084
C 3.1604 -0.9936 -0.4739 0.0944 -0.0115 0.0830 -0.266
N 2.6012 0.2126 -0.4036 -0.0382 -0.1210 0.0988 0.388
C 3.3298 1.2739 -0.7267 0.0147 0.0204 -0.1117 0.078
H 6.2418 -0.1979 -1.6272 -0.0099 0.0074 -0.0023 0.426
H 4.8661 -2.1955 -0.9610 0.0166 0.0106 -0.0063 0.465
H 2.5536 -1.8215 -0.1248 -0.0360 -0.0292 -0.0184 0.451
H 2.8558 2.2420 -0.6512 -0.0368 0.0107 -0.0298 0.148